[1]
Below is C46H53BKN8O3S2 as an isolated structure, with properties calculated with wB97M-V/def2-TZVPD.

Geometry as XYZ:
```
114
Properties=species:S:1:pos:R:3:lowdin_charge:R:1
K -0.28955 -0.15367 -1.38092 0.544
C 1.90388 -4.25370 -1.77489 -0.138
N 0.66305 -3.55331 -2.08328 -0.124
C 0.60083 -3.08538 -3.46538 -0.130
C 1.41610 -1.86575 -3.80775 -0.276
C 1.50867 -1.47935 -5.14361 -0.038
C 2.14023 -0.29240 -5.45567 -0.069
C 2.67073 0.47523 -4.42706 -0.056
C 2.55523 -0.00670 -3.13763 -0.140
N 1.95081 -1.15109 -2.83129 0.087
C -0.47779 -4.40970 -1.80039 -0.145
C -1.82256 -3.70819 -1.72392 -0.272
C -2.91927 -4.39957 -1.21630 -0.050
C -4.14428 -3.75143 -1.15464 -0.070
C -4.23705 -2.44245 -1.59622 -0.069
C -3.09015 -1.83327 -2.08136 -0.144
N -1.91975 -2.45868 -2.15115 0.088
C 3.10255 -3.36053 -1.55197 -0.274
C 4.16295 -3.39204 -2.45173 -0.033
C 5.25205 -2.56288 -2.25117 -0.067
C 5.23423 -1.70442 -1.16504 -0.069
C 4.14580 -1.76124 -0.30891 -0.144
N 3.12206 -2.59373 -0.45922 0.123
H 2.14924 -4.96969 -2.57982 0.120
H 1.75164 -4.82246 -0.85491 0.115
H -0.42826 -2.77701 -3.64671 0.114
H 0.84393 -3.90175 -4.17257 0.130
H 1.05860 -2.08596 -5.92044 0.113
H 2.18854 0.04824 -6.48244 0.104
H 3.14628 1.42712 -4.61986 0.100
H 2.95968 0.54354 -2.29316 0.105
H -0.31261 -4.89786 -0.83670 0.109
H -0.56316 -5.22245 -2.54929 0.133
H -2.81310 -5.42307 -0.87411 0.110
H -5.01146 -4.26000 -0.75133 0.103
H -5.16810 -1.89502 -1.54228 0.099
H -3.09059 -0.80386 -2.41802 0.093
H 4.11601 -4.04177 -3.31615 0.111
H 6.09040 -2.57599 -2.93601 0.104
H 6.04383 -1.01239 -0.97733 0.100
H 4.09984 -1.08933 0.54402 0.099
C -2.35634 3.65784 -1.82591 -0.033
C -2.40656 2.19990 -2.22701 -0.284
N -2.47333 1.26059 -1.35304 -0.020
N -2.57529 1.71652 -0.04583 -0.080
C -2.53420 0.86502 0.91598 -1.116
S -2.29615 -0.81870 0.99709 0.566
S -2.88659 1.70218 2.51044 0.802
C -4.48070 0.85771 2.83180 -0.464
C -5.53851 1.33515 1.88485 -0.299
C -6.32456 2.44180 2.19626 -0.059
C -7.28362 2.90413 1.30884 -0.103
C -7.46272 2.26891 0.08727 -0.111
C -6.67439 1.17432 -0.23773 -0.083
C -5.72071 0.70784 0.65520 -0.047
C -2.39643 1.87819 -3.66979 -0.126
C -3.26790 2.58207 -4.49911 -0.080
C -3.35606 2.34837 -5.86163 -0.147
C -2.53321 1.36742 -6.41720 -0.138
C -1.64052 0.67315 -5.63343 -0.037
C -1.49475 0.90495 -4.22929 -0.401
O -0.59219 0.31593 -3.55281 -0.250
H -1.51496 3.80508 -1.14772 0.076
H -3.25801 3.93416 -1.27652 0.078
H -2.23903 4.29842 -2.69680 0.067
H -4.73575 1.08092 3.86772 0.066
H -4.27400 -0.20583 2.71331 0.030
H -6.16892 2.94766 3.14274 0.107
H -7.89095 3.76370 1.56654 0.092
H -8.20730 2.62984 -0.61168 0.091
H -6.80213 0.68465 -1.19567 0.097
H -5.09457 -0.13776 0.39265 0.081
H -3.92429 3.32185 -4.04987 0.105
H -4.06205 2.89625 -6.47318 0.076
H -2.59103 1.15880 -7.48139 0.085
H -0.99771 -0.08430 -6.06938 0.087
N 1.98067 -1.60874 2.48907 0.078
C 0.77499 -2.40428 2.83174 -0.194
C 0.15595 -2.92484 1.54466 -0.339
N -1.05343 -3.67958 1.84873 0.008
H 2.70483 -1.71503 3.19312 0.120
H 1.82838 -0.29419 2.31895 0.092
H 2.34765 -1.96696 1.60322 0.070
H 0.06002 -1.75447 3.34209 0.119
H 1.01111 -3.24594 3.48612 0.113
H 0.87483 -3.57870 1.04119 0.095
H -0.01605 -2.05711 0.89816 0.042
H -1.74967 -3.02149 2.19431 0.007
H -1.44590 -4.02459 0.97899 0.028
C 3.58448 3.89261 6.83328 -0.049
C 4.29393 2.90419 5.89718 -0.564
C 4.30163 1.52421 6.55895 -0.074
C 5.75382 3.34377 5.70765 -0.055
C 3.58404 2.88750 4.54344 -0.181
C 3.56837 4.04479 3.76420 -0.041
C 2.96653 4.10970 2.51053 0.026
C 2.35797 2.96958 2.02968 -0.228
O 1.77301 2.74060 0.82251 0.076
B 1.33900 1.40714 0.68982 -0.227
O 1.70555 0.84958 2.06973 0.003
C 2.35084 1.82644 2.81164 -0.179
C 2.94700 1.74516 4.04795 0.054
H 4.05110 3.87995 7.82151 0.081
H 2.53233 3.62617 6.94449 0.091
H 3.63537 4.91031 6.44542 0.077
H 4.87386 1.56918 7.48683 0.081
H 4.77184 0.78376 5.90926 0.084
H 3.28941 1.19584 6.80062 0.086
H 6.28346 3.31091 6.66285 0.080
H 5.82312 4.35972 5.32009 0.073
H 6.26442 2.67876 5.00880 0.090
H 4.04500 4.94205 4.13871 0.104
H 2.98641 5.02217 1.93033 0.120
H 2.91012 0.81906 4.60511 0.107
```

The calculation puts the energy above the lowest of the compared OMol25 structures with the same formula, charge and spin at 0.0 kcal/mol. The LUMO energy is 0.0646 hartree. The HOMO energy is -3.66 eV. Its net charge is -1.

[2]
Below is C5H7IN2S as an isolated structure, with properties calculated with wB97M-V/def2-TZVPD.

Geometry as XYZ:
```
16
Properties=species:S:1:pos:R:3:lowdin_charge:R:1
C -1.18644 1.05940 1.03228 -0.430
C -0.10641 2.29166 -0.55363 -0.488
C -0.98141 0.37711 -0.10011 -0.505
C 1.49050 -1.08188 0.55326 -0.277
C -1.08401 -1.03551 -0.33527 -0.037
N -0.34551 1.14105 -1.02013 -0.051
N 0.73636 -1.57046 -0.61846 -0.652
S -0.68117 2.65572 1.02895 1.030
I 1.34161 -0.93954 -2.42248 0.788
H -1.85496 0.73343 1.88086 0.103
H 0.65110 2.78864 -1.15980 0.093
H 1.05135 -1.76097 1.39010 0.101
H 2.56637 -1.48649 0.39003 0.085
H 1.42755 0.01862 0.79922 0.068
H -1.43886 -1.72787 0.36860 0.073
H -1.58607 -1.46290 -1.23342 0.098
```

The calculation puts the energy above the lowest of the compared OMol25 structures with the same formula, charge and spin at 61.0 kcal/mol. The LUMO energy is 0.0130 hartree. The HOMO energy is -7.86 eV.

[3]
Below is one molecule with the formula C2H3Cl5Si2, with properties calculated with wB97M-V/def2-TZVPD.

Geometry as XYZ:
```
12
Properties=species:S:1:pos:R:3:lowdin_charge:R:1
C 0.21132 0.17330 1.03715 -0.043
C -0.48516 0.87482 0.13203 -0.361
Si -2.25995 1.29448 0.05322 -0.489
Si -3.75662 -0.65394 -0.12817 -0.830
Cl -2.31024 2.05898 -1.81716 0.326
Cl -2.85178 2.57536 1.41135 0.399
Cl -3.55881 -1.63079 -1.85383 0.318
Cl -5.66380 -0.13837 0.27914 0.282
Cl -3.22569 -1.93152 1.41549 0.227
H 1.30506 0.10937 1.15952 0.066
H -0.30536 -0.67422 1.55209 0.050
H -0.01267 1.77501 -0.34330 0.055
```

The calculation puts the energy above the lowest of the compared OMol25 structures with the same formula, charge and spin at 0.0 kcal/mol. The LUMO energy is 0.0118 hartree. Its SMILES is C=C[Si](Cl)(Cl)[Si](Cl)(Cl)Cl. The HOMO energy is -9.92 eV.

[4]
Below is a 5-piece molecular cluster, C11H29BN5O10 overall, with properties calculated with wB97M-V/def2-TZVPD.

Geometry as XYZ:
```
56
Properties=species:S:1:pos:R:3:lowdin_charge:R:1
C 1.80863 4.87446 -2.58314 0.082
C 1.21509 4.02002 -3.41864 -0.093
N 0.72639 2.68167 -3.02504 0.078
B 1.79451 1.63612 -2.54553 -0.663
O 2.95332 2.04365 -1.97833 0.236
O 1.45112 0.37759 -2.84297 0.091
C 1.26778 -0.57578 -1.77649 -0.010
C -0.44836 2.72208 -2.03469 -0.281
C -0.00928 3.10455 -0.63652 -0.015
C -1.60515 3.57170 -2.56953 -0.189
C -2.70763 2.69293 -3.17689 -0.073
H 2.54809 4.59785 -1.84195 0.081
H 1.57327 5.93043 -2.67173 0.092
H 1.12203 4.21884 -4.48031 0.137
H 0.34282 2.26321 -3.87571 0.185
H 2.89616 2.41323 -1.09148 0.125
H 2.20120 -0.76134 -1.24500 0.107
H 0.93489 -1.50448 -2.23013 0.103
H 0.50230 -0.24568 -1.07555 0.074
H -0.80147 1.68935 -1.98698 0.147
H 0.69777 2.39681 -0.19322 0.089
H -0.90251 3.08195 -0.01355 0.098
H 0.37862 4.12048 -0.57469 0.087
H -1.27365 4.26431 -3.34521 0.112
H -2.02133 4.17676 -1.76553 0.075
H -3.30019 2.22650 -2.39086 0.083
H -3.36331 3.28068 -3.81551 0.082
H -2.27803 1.90016 -3.79678 0.076
C -3.87417 5.79480 1.67480 0.061
N -3.37986 5.17140 0.41737 -0.433
O -4.10199 4.39063 -0.16139 0.084
O -2.26420 5.48679 0.04038 0.038
H -4.86934 5.41456 1.86948 0.100
H -3.17740 5.52561 2.46286 0.104
H -3.87601 6.86968 1.52072 0.106
C -0.17264 -3.96557 0.62376 0.045
N -0.90212 -2.74649 0.17698 -0.444
O -1.79159 -2.87412 -0.63210 0.084
O -0.55567 -1.68073 0.66063 0.028
H -0.59013 -4.82324 0.11077 0.102
H 0.87534 -3.82581 0.37631 0.103
H -0.29979 -4.04549 1.69665 0.082
C -0.80369 -6.22699 4.51225 0.058
N -0.58493 -6.53408 3.07173 -0.444
O -1.45138 -7.12095 2.46774 0.090
O 0.47497 -6.17006 2.59182 0.021
H -1.77633 -6.61079 4.79482 0.098
H -0.00050 -6.70593 5.06553 0.100
H -0.74704 -5.14841 4.62522 0.100
C 4.13519 -5.39826 3.17757 0.040
N 3.87496 -6.55470 4.08043 -0.452
O 3.02985 -6.42060 4.94200 0.051
O 4.53239 -7.55235 3.88981 0.077
H 3.47676 -4.58865 3.46835 0.089
H 5.18040 -5.12853 3.29430 0.099
H 3.93581 -5.72974 2.16311 0.098
```

The LUMO energy is -0.1111 hartree. The HOMO energy is -12.69 eV. Its net charge is +1.

[5]
Below is C42H35BaBrN11O3S2 as an isolated structure, with properties calculated with wB97M-V/def2-TZVPD.

Geometry as XYZ:
```
95
Properties=species:S:1:pos:R:3:lowdin_charge:R:1
Ba -0.81231 -0.96382 -0.17474 1.985
C 4.27255 0.26401 -3.37338 -0.056
C 3.76791 -0.78987 -4.13402 -0.062
C 2.46423 -1.21563 -3.95814 -0.015
C 1.66146 -0.57913 -3.01538 -0.248
C 2.16382 0.46803 -2.25673 -0.045
C 3.47213 0.88817 -2.43008 -0.057
N 0.30646 -0.95710 -2.74090 -0.019
N -0.20631 -1.65044 -3.61898 0.089
C -1.47765 -2.25212 -3.36287 -0.324
C -2.24833 -2.58695 -4.46339 0.003
C -3.41710 -3.30620 -4.26780 -0.039
C -3.76320 -3.68945 -2.98387 -0.039
C -2.93764 -3.30353 -1.94138 -0.132
N -1.82283 -2.58606 -2.11895 -0.018
H 5.29614 0.59211 -3.51773 0.112
H 4.40076 -1.27667 -4.86622 0.110
H 2.06155 -2.04061 -4.52805 0.108
H 1.51742 0.94653 -1.52603 0.100
H 3.87017 1.68937 -1.81896 0.103
H -1.91392 -2.28636 -5.44794 0.120
H -4.03554 -3.58419 -5.11279 0.118
H -4.64595 -4.28593 -2.79125 0.116
H -3.17028 -3.57216 -0.91423 0.102
Br 7.22442 5.12765 -2.63625 0.748
C 6.69189 4.33031 -1.00811 -0.703
C 7.64703 3.83299 -0.14430 -0.118
C 7.24978 3.32146 1.08380 -0.027
C 5.91005 3.26651 1.43512 -0.258
C 4.95624 3.74276 0.53240 -0.030
C 5.34577 4.28593 -0.68115 -0.133
N 5.62472 2.94300 2.82856 0.084
N 4.59486 2.35062 3.21265 0.073
C 3.80812 1.52839 2.33480 -0.253
C 4.35348 0.57233 1.52335 -0.017
C 3.56062 -0.36008 0.83572 -0.006
C 2.17767 -0.31197 0.87568 -0.413
O 1.38806 -1.19683 0.32625 -0.447
C 1.59528 0.80444 1.59460 -0.159
N 0.24921 1.01480 1.45112 -0.005
C -0.31483 1.96846 2.15871 -0.167
C 0.38468 2.76884 3.07916 -0.041
C 1.73734 2.61246 3.19351 0.010
C 2.39713 1.63431 2.41318 -0.105
H 8.69413 3.86603 -0.41494 0.105
H 7.98553 2.94928 1.78857 0.118
H 3.91004 3.73674 0.79835 0.111
H 4.60931 4.68188 -1.36912 0.102
H 5.43423 0.49444 1.46734 0.122
H 4.02133 -1.15638 0.26199 0.121
H -1.38209 2.11978 2.00377 0.108
H -0.14434 3.50844 3.66745 0.109
H 2.32191 3.22132 3.87235 0.118
S -7.99872 -0.24508 3.62638 1.043
N -6.51120 -0.32872 4.23681 -0.207
C -5.69087 -0.38963 3.20539 -0.302
C -4.24164 -0.52916 3.27963 -0.074
C -3.55508 -0.64141 4.48944 0.026
C -2.19404 -0.84445 4.47273 -0.016
C -1.55619 -0.92222 3.23760 -0.135
N -2.19055 -0.79145 2.08177 -0.043
C -3.52080 -0.59065 2.08554 -0.145
C -4.20833 -0.45457 0.77424 -0.139
N -3.44776 -0.41645 -0.33502 -0.037
C -4.04477 -0.34680 -1.51755 -0.178
C -5.42665 -0.34612 -1.68186 -0.018
C -6.21278 -0.35791 -0.55245 0.026
C -5.60164 -0.38951 0.70321 -0.075
C -6.35589 -0.35935 1.94957 -0.303
N -7.66875 -0.28108 2.05085 -0.207
H -4.11144 -0.57469 5.41723 0.127
H -1.62568 -0.94333 5.38795 0.117
H -0.48078 -1.09078 3.18083 0.122
H -3.38926 -0.29567 -2.38431 0.094
H -5.85807 -0.33932 -2.67423 0.118
H -7.29452 -0.34302 -0.60852 0.126
N 0.61671 -5.43372 1.67540 0.020
C -0.72687 -5.14539 2.17344 -0.135
C -1.36519 -4.04611 1.33897 -0.522
O -2.53119 -3.75832 1.35463 0.098
O -0.47901 -3.37092 0.58034 -0.132
H 0.60052 -6.14892 0.95925 0.098
H 1.23914 -5.74761 2.40485 0.094
H 0.40403 -3.79682 0.73248 0.105
H -0.65710 -4.74325 3.18454 0.138
H -1.40400 -5.99651 2.20382 0.132
C -1.42247 3.69449 -0.81611 -0.403
S -1.83564 2.28285 -1.86073 0.727
C -0.67672 2.59416 -3.21103 -0.400
H -0.38945 3.62915 -0.47497 0.035
H -2.09029 3.67268 0.04342 0.029
H -1.58056 4.62040 -1.36633 0.043
H -0.92214 3.53409 -3.70281 0.042
H -0.77599 1.77786 -3.92558 0.030
H 0.34648 2.62340 -2.83960 0.025
```

The calculation puts the energy above the lowest of the compared OMol25 structures with the same formula, charge and spin at 34.6 kcal/mol. The LUMO energy is -0.1177 hartree. The HOMO energy is -9.13 eV. Its net charge is +1.

[6]
Below is C6H15Cl2CuNO10 as an isolated structure, with properties calculated with wB97M-V/def2-TZVPD.

Geometry as XYZ:
```
35
Properties=species:S:1:pos:R:3:lowdin_charge:R:1
Cu 0.28975 0.33917 -0.64433 0.959
Cl -0.08763 1.76483 -3.59170 0.668
O 0.65609 2.25271 -2.42301 -0.384
O -1.08792 0.79279 -3.14434 -0.388
O -0.78240 2.77040 -4.28210 -0.305
O 0.85334 1.12040 -4.53942 -0.335
Cl 3.51373 -1.73292 -0.73612 0.670
O 4.85320 -1.17955 -0.97468 -0.327
O 3.37882 -3.08969 -1.33058 -0.357
O 3.16782 -1.70816 0.65286 -0.388
O 2.53521 -0.88392 -1.34348 -0.403
C -0.67035 -2.52374 -1.60665 -0.047
O -0.90950 -1.52037 -0.61680 -0.241
C -0.97976 -2.17056 0.69374 -0.152
C -0.98371 -1.01421 1.67050 -0.164
N 0.29626 -0.30693 1.65654 -0.013
C 0.44855 0.86514 2.55175 -0.127
C -0.60720 1.95880 2.24834 -0.213
O -0.50151 2.24077 0.85595 -0.210
C -1.71288 2.95695 0.47857 -0.045
H 0.37903 -2.78620 -1.47245 0.091
H -0.68563 -2.03846 -2.58255 0.104
H -1.31081 -3.40510 -1.57343 0.108
H -0.17623 -2.89402 0.83173 0.141
H -1.84401 -2.83152 0.75925 0.139
H -1.14848 -1.54218 2.60974 0.141
H -1.81550 -0.34519 1.44996 0.131
H 1.04058 -0.90923 1.97797 0.126
H 1.40724 1.32133 2.30497 0.135
H 0.49883 0.59772 3.60724 0.136
H -0.42830 2.83164 2.87623 0.136
H -1.58275 1.58218 2.55584 0.117
H -1.45539 3.40073 -0.48313 0.100
H -1.95969 3.77429 1.15617 0.097
H -2.58868 2.31196 0.40739 0.098
```

The LUMO energy (spin up / spin down) is -0.0442 / -0.1936 hartree. The HOMO energy (spin up / spin down) is -9.72 / -9.71 eV. Its multiplicity is 2.

no.,E_tot (eV)
1,-105299.347
2,-27211.038
3,-80496.425
4,-40462.764
5,-159059.870
6,-98095.185